A cluster of 3 separate species, C24H59BFN8O7P4 in total in a non-equilibrium geometry. Source: the OMol25 dataset; level of theory: ωB97M-V/def2-TZVPD.

Bonds (Å) are listed after each position.
Positions of all 104 atoms, in Å:
1 C -3.85426 3.10124 1.26853  C2 1.616, H24 1.156, H25 1.155, H26 1.150
2 C -2.55989 4.06931 1.28197  C1 1.616, C3 1.613, H27 1.150, H28 1.158
3 C -1.19864 3.30770 0.87276  C2 1.613, C4 1.603, H29 1.159, H30 1.156
4 C -0.57396 2.38930 2.02877  C3 1.603, O5 1.477, H31 1.159, H32 1.154
5 O -1.52420 2.03903 3.10342  C4 1.477, C6 1.429
6 C -0.71590 1.77011 4.25121  O5 1.429, C7 1.571, N22 1.458
7 C -0.65919 2.92611 5.31378  C6 1.571, P8 1.901, C11 1.560
8 P -1.68704 4.49612 5.00855  C7 1.901, O9 1.713, O10 1.711
9 O -2.68833 4.87944 6.34402  P8 1.713, H33 0.993
10 O -0.69917 5.80991 4.53486  P8 1.711, H34 0.994
11 C 0.22440 2.75162 6.58737  C7 1.560, P12 1.897, C14 1.576
12 P 0.28680 4.15659 7.86018  C11 1.897, N13 1.610, H35 1.448, H36 1.432
13 N 1.10444 5.39561 7.23735  P12 1.610, H37 1.039
14 C 1.02405 1.39919 6.70727  C11 1.576, C15 1.605, C18 1.566
15 C 1.97287 1.22546 7.98948  C14 1.605, C16 1.614, H38 1.155, H39 1.147
16 C 1.12948 0.39705 9.08877  C15 1.614, F17 1.444, H40 1.147, H41 1.156
17 F -0.11485 1.05066 9.42122  C16 1.444
18 C 0.85245 0.31174 5.59288  C14 1.566, B19 1.649, N22 1.467
19 B 1.73674 -1.06033 5.82768  C18 1.649, O20 1.449, O21 1.446
20 O 1.07843 -2.31963 6.11284  B19 1.449, H42 0.989
21 O 3.18220 -1.06346 5.80687  B19 1.446, H43 0.982
22 N 0.00128 0.51088 4.41477  C6 1.458, C18 1.467, C23 1.512
23 C -0.16017 -0.55191 3.35185  N22 1.512, H44 1.143, H45 1.157, H46 1.158
24 H -4.05999 2.83236 2.37426  C1 1.156
25 H -3.64933 2.08821 0.75262  C1 1.155
26 H -4.79935 3.60929 0.85584  C1 1.150
27 H -2.43790 4.65303 2.26550  C2 1.150
28 H -2.74008 4.87180 0.46678  C2 1.158
29 H -0.42334 4.14295 0.66310  C3 1.159
30 H -1.30853 2.75756 -0.13815  C3 1.156
31 H -0.28803 1.38488 1.52702  C4 1.159
32 H 0.41694 2.78910 2.46546  C4 1.154
33 H -3.15576 4.06796 6.67575  O9 0.993
34 H -0.15200 5.44621 3.78847  O10 0.994
35 H 0.97552 3.76767 9.07306  P12 1.448
36 H -1.06132 4.47198 8.22690  P12 1.432
37 H 1.91845 5.59290 7.85181  N13 1.039
38 H 2.28380 2.26854 8.37471  C15 1.155
39 H 2.95653 0.67729 7.77022  C15 1.147
40 H 1.71618 0.29422 10.06864  C16 1.147
41 H 0.92424 -0.65046 8.64616  C16 1.156
42 H 0.92479 -2.77694 5.24938  O20 0.989
43 H 3.53496 -0.15743 5.94657  O21 0.982
44 H -0.25191 -1.60184 3.79506  C23 1.143
45 H -1.13570 -0.38341 2.75330  C23 1.157
46 H 0.68331 -0.46725 2.56326  C23 1.158
47 O 2.07358 1.26749 0.20102  P48 1.546
48 P 2.10580 0.81043 -1.27535  O47 1.546, N49 1.717, N52 1.725, N55 1.766
49 N 3.25292 -0.42125 -0.93430  P48 1.717, C50 1.447, C51 1.463
50 C 4.40255 -0.85784 -1.69754  N49 1.447, H58 1.096, H59 1.095, H60 1.086
51 C 2.72560 -1.55231 -0.17023  N49 1.463, H61 1.096, H62 1.093, H63 1.094
52 N 2.85632 2.27411 -1.79563  P48 1.725, C53 1.457, C54 1.468
53 C 4.28839 2.48801 -1.63574  N52 1.457, H64 1.096, H65 1.094, H66 1.089
54 C 2.15965 3.48213 -1.33770  N52 1.468, H67 1.097, H68 1.093, H69 1.094
55 N 2.05189 0.30560 -2.96686  P48 1.766, C56 1.459, C57 1.448
56 C 1.25432 -0.87982 -3.26038  N55 1.459, H70 1.096, H71 1.093, H72 1.094
57 C 2.82748 0.77016 -4.09783  N55 1.448, H73 1.093, H74 1.091, H75 1.096
58 H 4.13072 -1.53427 -2.51659  C50 1.096
59 H 5.10753 -1.39555 -1.05457  C50 1.095
60 H 4.98144 -0.03697 -2.10914  C50 1.086
61 H 2.23375 -2.27851 -0.82772  C51 1.096
62 H 1.99163 -1.22605 0.57123  C51 1.093
63 H 3.51763 -2.06479 0.38460  C51 1.094
64 H 4.64084 2.21504 -0.63396  C53 1.096
65 H 4.56270 3.53092 -1.82077  C53 1.094
66 H 4.84877 1.93053 -2.38435  C53 1.089
67 H 2.41126 3.73235 -0.29962  C54 1.097
68 H 1.07637 3.35100 -1.39838  C54 1.093
69 H 2.41577 4.33844 -1.96830  C54 1.094
70 H 1.88567 -1.76936 -3.36484  C56 1.096
71 H 0.67185 -0.75723 -4.17655  C56 1.093
72 H 0.53443 -1.06960 -2.45917  C56 1.094
73 H 3.86608 0.43346 -4.05499  C57 1.093
74 H 2.81263 1.85622 -4.19579  C57 1.091
75 H 2.41900 0.39613 -5.04341  C57 1.096
76 O -1.06455 -2.09289 -5.07258  P77 1.544
77 P -2.29421 -3.01644 -5.20463  O76 1.544, N78 1.717, N81 1.725, N84 1.769
78 N -1.36241 -4.41249 -4.84136  P77 1.717, C79 1.447, C80 1.464
79 C -1.41160 -5.73865 -5.41836  N78 1.447, H87 1.097, H88 1.095, H89 1.086
80 C -0.92702 -4.50989 -3.44732  N78 1.464, H90 1.096, H91 1.093, H92 1.094
81 N -2.42078 -2.74142 -6.90246  P77 1.725, C82 1.457, C83 1.469
82 C -1.56146 -3.44124 -7.84793  N81 1.457, H93 1.096, H94 1.094, H95 1.089
83 C -2.43517 -1.31814 -7.26392  N81 1.469, H96 1.096, H97 1.093, H98 1.094
84 N -3.75538 -4.00686 -5.31653  P77 1.769, C85 1.457, C86 1.448
85 C -4.36377 -4.40137 -4.05301  N84 1.457, H99 1.096, H100 1.094, H101 1.094
86 C -4.35014 -4.65412 -6.46747  N84 1.448, H102 1.093, H103 1.091, H104 1.096
87 H -2.22476 -6.34718 -5.00437  C79 1.097
88 H -0.47630 -6.27502 -5.22606  C79 1.095
89 H -1.50457 -5.73314 -6.49996  C79 1.086
90 H -1.71172 -4.94569 -2.81762  C80 1.096
91 H -0.67938 -3.52779 -3.03649  C80 1.093
92 H -0.02406 -5.12061 -3.35172  C80 1.094
93 H -0.50955 -3.43398 -7.53874  C82 1.096
94 H -1.62513 -3.00446 -8.84904  C82 1.094
95 H -1.89423 -4.46870 -7.98616  C82 1.089
96 H -1.42660 -0.88841 -7.27822  C83 1.096
97 H -3.03448 -0.74397 -6.55330  C83 1.093
98 H -2.88279 -1.17493 -8.25171  C83 1.094
99 H -4.09408 -5.42845 -3.78349  C85 1.096
100 H -5.45446 -4.32611 -4.09056  C85 1.094
101 H -4.03517 -3.74338 -3.24360  C85 1.094
102 H -3.76908 -5.51530 -6.80598  C86 1.093
103 H -4.48749 -3.97007 -7.30557  C86 1.091
104 H -5.35523 -5.02815 -6.24111  C86 1.096

Total energy: -92629.7958 eV
Orbital gap: 0.175 Ha
HOMO: -9.495 eV
Total charge: +1